Model P:
Molecular formula: C3H9N2O
Method: DFT, ωB97M-V with the def2-TZVPD basis set

Output
HOMO-LUMO gap, eV: 8.44
Charge: +1
E_HOMO, eV: -11.73
LUMO, eV: -3.3

Cartesian coordinates (Å):
C  -1.788  -0.752  0.506
C  1.020  1.325  0.183
C  0.810  -0.040  -0.264
N  0.427  -0.321  -1.518
N  1.135  -0.955  0.644
O  -2.510  0.008  -0.170
H  -2.171  -1.405  1.320
H  0.418  1.709  1.069
H  0.693  1.962  -0.526
H  2.003  1.617  0.471
H  0.342  -1.353  -1.737
H  0.120  0.261  -2.280
H  -3.537  0.272  -0.050
H  1.684  -0.445  1.354
H  1.436  -1.876  0.488

=====

Model Q:
Molecular formula: C3H9N2O
Method: DFT, ωB97M-V with the def2-TZVPD basis set

Output
HOMO-LUMO gap, eV: 10.45
Charge: +1
SMILES string: CCN[N+](C)=O
E_HOMO, eV: -16.19
LUMO, eV: -5.7

Cartesian coordinates (Å):
C  -0.961  -0.731  -1.506
C  0.413  -0.184  -1.305
N  0.814  -0.651  0.324
N  0.461  -0.046  1.447
C  0.121  1.337  1.429
O  0.316  -0.586  2.562
H  -0.940  -1.290  -2.441
H  -1.247  -1.404  -0.659
H  -1.769  -0.009  -1.637
H  1.345  -0.697  -1.780
H  0.483  0.848  -1.215
H  1.003  -1.682  0.313
H  0.770  1.924  2.101
H  -0.910  1.420  1.945
H  0.101  1.750  0.423

=====

Model R:
Molecular formula: C3H9N2O
Method: DFT, ωB97M-V with the def2-TZVPD basis set

Output
HOMO-LUMO gap, eV: 10.52
Charge: +1
E_HOMO, eV: -14.14
LUMO, eV: -3.6

Cartesian coordinates (Å):
C  1.795  0.788  0.327
C  -1.104  -1.303  -1.709
C  -0.320  0.543  1.329
N  0.549  1.263  0.708
N  -1.667  -0.874  -0.709
O  0.028  -0.651  1.669
H  2.107  1.550  -0.387
H  2.509  0.848  1.096
H  -1.508  -1.433  -2.702
H  0.005  -1.297  -1.555
H  -1.253  0.839  1.701
H  -2.643  -0.740  -0.868
H  0.341  2.200  0.399
H  1.659  -0.333  0.158
H  -0.577  -1.344  2.056

=====

Model S:
Molecular formula: C3H9N2O
Method: DFT, ωB97M-V with the def2-TZVPD basis set

Output
HOMO-LUMO gap, eV: 10.85
Charge: +1
SMILES string: CC(=O)[N@H+](C)N
E_HOMO, eV: -14.86
LUMO, eV: -4.0

Cartesian coordinates (Å):
C  -1.900  0.865  0.257
C  -1.141  -0.349  -0.027
O  -1.366  -1.491  -0.001
N  0.622  -0.247  -0.422
C  1.440  -1.387  0.205
N  1.180  1.011  -0.069
H  -2.406  0.801  1.151
H  -1.356  1.797  0.214
H  -2.846  0.785  -0.436
H  0.745  -0.522  -1.377
H  1.341  -1.283  1.244
H  0.964  -2.252  -0.265
H  2.442  -0.968  -0.158
H  1.685  1.515  -0.753
H  0.596  1.726  0.437

=====

Which one sits at the bottom of the stability order? model Q does.

=====

Model P:
Molecular formula: C3H9N2O
Method: DFT, ωB97M-V with the def2-TZVPD basis set

Output
HOMO-LUMO gap, eV: 12.08
Charge: +1
SMILES string: C[C@@]1(N)O[C@@H]1[NH3+]
E_HOMO, eV: -15.37
LUMO, eV: -3.3

Cartesian coordinates (Å):
C  1.846  -0.563  0.284
C  0.505  -0.155  -0.248
N  0.229  1.243  -0.754
O  -0.270  -1.219  -0.882
C  -0.821  -0.697  0.341
N  -1.940  0.207  0.285
H  2.782  -0.486  -0.333
H  1.720  -1.532  0.525
H  2.057  0.035  1.272
H  0.895  1.988  -0.437
H  0.261  1.257  -1.750
H  -0.871  -1.469  1.216
H  -2.564  -0.126  -0.503
H  -2.496  0.312  1.106
H  -1.333  1.206  -0.122

=====

Model Q:
Molecular formula: C3H9N2O
Method: DFT, ωB97M-V with the def2-TZVPD basis set

Output
HOMO-LUMO gap, eV: 10.56
Charge: +1
SMILES string: C[NH2+][C@H](N)C=O
E_HOMO, eV: -14.24
LUMO, eV: -3.7

Cartesian coordinates (Å):
C  -1.511  -0.174  -0.284
N  -0.363  -0.667  0.532
C  0.830  -0.167  -0.061
N  2.080  -0.606  0.343
C  0.642  1.390  0.057
O  0.955  2.171  -0.751
H  -1.720  0.826  0.170
H  -1.167  0.009  -1.237
H  -2.283  -0.798  -0.029
H  -0.611  -1.651  0.422
H  -0.299  -0.368  1.528
H  0.695  -0.396  -1.110
H  2.960  -0.697  0.020
H  2.386  -0.081  1.150
H  0.402  1.594  1.096

=====

Which one sits at the bottom of the stability order? model Q does.